# 1
Below is C29H36Cl3Ge2N8O4Ti as an isolated structure, with properties calculated with ωB97M-V/def2-TZVPD.

Values from the calculation:
- Total charge: +2
- 2S+1: 2
- ΔE to the lowest compared entry with this formula, charge and spin: 114.8 kJ/mol
- Frontier orbital gap (alpha / beta): 6.25 / 5.83 eV

Atoms and positions in Å:
1 Ti 0.67775 0.31319 0.48761
2 N 2.11893 -2.60299 2.47055
3 N 1.03937 -2.85606 3.31367
4 C 0.00320 -2.02193 3.39384
5 N -0.88509 -2.19960 4.35542
6 N -0.07141 -1.05621 2.42144
7 N -0.96705 -0.09971 2.57819
8 O -0.85566 0.75532 1.62204
9 O -1.81711 0.03671 3.41461
10 H 2.19400 -3.30637 1.74480
11 H 2.97417 -2.57448 3.01324
12 H 1.05865 -3.65098 3.94049
13 H -0.75430 -2.92233 5.04555
14 H -1.71934 -1.63325 4.38736
15 C 0.61755 5.33264 -1.62620
16 N -0.04733 4.63603 -0.50936
17 C -0.88226 5.41539 0.42114
18 C 0.11078 3.37151 -0.34297
19 N 0.25661 2.22726 -0.19186
20 H -0.13881 5.74713 -2.29014
21 H 1.24175 4.63031 -2.17224
22 H 1.23566 6.13276 -1.22350
23 H -1.71292 5.85720 -0.12634
24 H -0.27382 6.20051 0.86625
25 H -1.26562 4.76127 1.19963
26 Cl 4.59908 -0.72249 -2.35317
27 C 2.89278 -0.76018 -2.04441
28 Cl 2.00915 -1.41963 -3.40900
29 Cl 2.29409 0.91822 -1.72123
30 C 2.56945 -1.62337 -0.78638
31 O 3.20488 -2.58638 -0.50300
32 O 1.52323 -1.18748 -0.09255
33 C -4.07531 -0.11252 -2.51479
34 Ge -2.47385 0.74941 -1.82221
35 C -1.28614 1.33020 -3.24862
36 C -2.99850 2.18987 -0.61749
37 Ge -1.38992 -1.14531 -0.59650
38 C -2.58570 -1.86199 0.74577
39 C -2.55997 -3.21293 1.11316
40 C -3.49850 -3.71810 1.99824
41 C -4.48331 -2.88512 2.52160
42 C -4.52506 -1.54581 2.16444
43 C -3.57451 -1.03631 1.28866
44 C -0.77077 -2.58979 -1.70947
45 C -1.17668 -2.59608 -3.04415
46 C -0.81619 -3.64014 -3.88587
47 C -0.02451 -4.67334 -3.40606
48 C 0.39960 -4.66995 -2.08318
49 C 0.02415 -3.63647 -1.23929
50 H -4.70552 0.67611 -2.93086
51 H -4.62746 -0.61656 -1.72265
52 H -3.85106 -0.83030 -3.30066
53 H -1.53567 2.35412 -3.53124
54 H -1.42355 0.69678 -4.12452
55 H -0.23740 1.28868 -2.96049
56 H -2.83290 3.14212 -1.12487
57 H -2.45953 2.18547 0.32655
58 H -4.06491 2.10266 -0.40884
59 H -1.83138 -3.88466 0.67570
60 H -3.48500 -4.76835 2.25955
61 H -5.22780 -3.28725 3.19605
62 H -5.29663 -0.90049 2.56261
63 H -3.61074 0.01692 1.03123
64 H -1.77242 -1.78474 -3.44557
65 H -1.14435 -3.64211 -4.91679
66 H 0.26726 -5.48048 -4.06442
67 H 1.02512 -5.47189 -1.71409
68 H 0.37716 -3.63755 -0.21412
69 C 1.97599 0.88582 2.09278
70 C 3.12212 1.57169 1.45049
71 C 4.22190 0.83281 1.00588
72 C 5.26803 1.43805 0.33588
73 C 5.22736 2.80890 0.09275
74 C 4.16010 3.57008 0.56677
75 C 3.12363 2.95280 1.24145
76 C 6.28409 3.44425 -0.64997
77 N 7.11064 3.94819 -1.26720
78 H 1.40286 1.53744 2.75436
79 H 2.28269 -0.02066 2.60746
80 H 4.25575 -0.23682 1.18634
81 H 6.11534 0.85859 -0.00400
82 H 4.16292 4.64119 0.41405
83 H 2.30818 3.55156 1.63274

---

# 2
Below is a 9-piece molecular cluster, C44H50O16 overall, with properties calculated with ωB97M-V/def2-TZVPD.

Values from the calculation:
- ΔE to the lowest compared entry with this formula, charge and spin: 226.8 kJ/mol
- Frontier orbital gap: 7.90 eV

Atoms and positions in Å:
1 O 2.07509 -4.67211 2.45566
2 C 2.71309 -4.03611 1.36466
3 C 2.27109 -2.75811 0.89466
4 C 2.94009 -2.06311 -0.05434
5 C 3.97409 -2.73711 -0.68034
6 O 4.85209 -1.96611 -1.63934
7 C 4.40509 -4.09211 -0.37434
8 C 3.80009 -4.64911 0.77266
9 H 1.23409 -4.63811 2.49066
10 H 1.32609 -2.30411 1.44366
11 H 2.59509 -0.88611 -0.26134
12 H 4.29709 -1.46011 -2.14834
13 H 5.19909 -4.61611 -0.73734
14 H 4.24709 -5.57711 1.35366
15 O 1.98009 -3.66111 -2.80934
16 C 0.73809 -3.21911 -3.09834
17 C -0.16891 -2.82811 -2.09834
18 C -1.47191 -2.64911 -2.31834
19 C -2.01191 -2.85211 -3.62634
20 O -3.40091 -2.79811 -3.76634
21 C -1.18691 -3.39811 -4.54034
22 C 0.14609 -3.48311 -4.40334
23 H 1.98109 -3.46111 -1.78434
24 H 0.21709 -2.62511 -0.95034
25 H -2.34991 -2.29011 -1.58134
26 H -3.94491 -2.68911 -2.93734
27 H -1.50391 -3.64411 -5.61834
28 H 0.69009 -3.79311 -5.03234
29 O -1.21491 -4.40111 0.80666
30 C -2.18291 -4.02811 1.64866
31 C -2.14791 -2.67911 2.12966
32 C -3.15191 -2.21011 2.91866
33 C -4.09491 -3.08811 3.39966
34 O -5.03591 -2.58911 4.25466
35 C -4.19891 -4.32811 2.95266
36 C -3.23891 -4.85911 1.98866
37 H -1.48091 -4.97011 0.12866
38 H -1.41491 -2.01111 1.98366
39 H -3.29291 -1.12611 3.07166
40 H -5.24391 -3.21011 5.04366
41 H -4.98891 -5.20111 3.34666
42 H -3.17991 -5.75411 1.66466
43 O 6.91509 1.26489 -0.49134
44 C 5.85709 1.24789 0.32466
45 C 5.73009 0.39289 1.53666
46 C 4.56309 0.30989 2.16266
47 C 3.45609 1.17189 1.81266
48 O 2.31609 1.10889 2.59166
49 C 3.54909 2.04689 0.69766
50 C 4.78709 2.04189 -0.08934
51 H 7.50809 0.63789 -0.47534
52 H 6.40009 -0.25011 1.84666
53 H 4.49609 -0.37811 2.91866
54 H 1.54409 1.29889 2.14266
55 H 2.81209 2.66289 0.61366
56 H 5.02809 2.96789 -0.78134
57 O 0.91509 7.25489 0.22066
58 C -0.07691 6.43789 0.72766
59 C -0.87891 5.73689 -0.16434
60 C -1.76691 4.72989 0.35066
61 C -1.83391 4.62789 1.72966
62 O -2.70591 3.65789 2.22866
63 C -1.12991 5.37689 2.58966
64 C -0.26691 6.31389 2.12766
65 H 1.35109 7.88889 0.81266
66 H -0.81491 6.19689 -1.17834
67 H -2.44191 4.18189 -0.23034
68 H -3.40391 4.07489 2.32966
69 H -1.00391 5.08789 3.65566
70 H 0.31609 6.85989 2.92666
71 O 4.91009 0.76789 -3.27834
72 C 3.56709 1.02789 -3.41334
73 C 2.70009 0.12989 -3.68934
74 C 1.31409 0.41389 -3.68834
75 C 0.82609 1.70489 -3.42534
76 O -0.52891 2.04389 -3.34234
77 C 1.74409 2.79989 -3.08734
78 C 3.13109 2.46589 -3.17734
79 H 5.52509 1.24189 -2.99434
80 H 2.87909 -0.86111 -3.91034
81 H 0.40309 -0.24011 -3.77034
82 H -0.76591 2.95689 -3.35334
83 H 1.30709 3.76489 -2.85834
84 H 3.85109 3.21989 -3.02534
85 O -4.39791 -1.95711 -0.37434
86 C -4.55491 -0.60311 -0.63434
87 C -5.40891 -0.35211 -1.75634
88 C -5.74391 1.03889 -2.04434
89 C -5.18091 2.07489 -1.32934
90 O -5.54491 3.33489 -1.63234
91 C -4.28791 1.80689 -0.32334
92 C -4.00291 0.45289 0.16166
93 H -4.04691 -1.97111 0.47166
94 H -5.74691 -1.10211 -2.31334
95 H -6.47091 1.05089 -2.75734
96 H -5.76491 3.80989 -0.89534
97 H -3.84291 2.58889 0.15966
98 H -3.45991 0.30489 1.12866
99 C -0.18591 1.41689 4.56866
100 O -1.19991 0.97589 5.53566
101 H -0.35891 1.14989 3.52566
102 H 0.83809 1.05789 4.94666
103 H -0.25991 2.46489 4.80366
104 H -0.82191 0.44289 6.24366
105 C -0.47791 0.67889 -0.14334
106 O -0.15691 1.35789 1.10966
107 H -1.11191 -0.05011 0.10866
108 H 0.38809 0.11789 -0.39734
109 H -0.75791 1.46989 -0.99334
110 H -0.29891 2.35489 1.25366

---

# 3
Below is C25H32Br2N2NiO4S5 as an isolated structure, with properties calculated with ωB97M-V/def2-TZVPD.

Values from the calculation:
- 2S+1: 3
- ΔE to the lowest compared entry with this formula, charge and spin: 88.5 kJ/mol
- Frontier orbital gap (alpha / beta): 6.56 / 6.59 eV

Atoms and positions in Å:
1 Ni -0.59152 0.91190 -2.19574
2 O -6.29429 2.43724 -3.64805
3 C -5.12328 1.99220 -3.17418
4 C -4.85974 1.80853 -1.81819
5 C -3.60960 1.37239 -1.43192
6 N -2.64390 1.11840 -2.30970
7 C -2.91791 1.27961 -3.59635
8 Br -1.45075 0.87291 -4.73328
9 C -4.12168 1.69780 -4.10105
10 H -6.90627 2.64286 -2.93338
11 H -5.62116 2.00504 -1.07498
12 H -3.35075 1.20805 -0.39390
13 H -4.29486 1.81882 -5.15982
14 C 4.78851 -2.94565 1.01956
15 C 4.19942 -1.84182 1.91082
16 C 3.98380 -2.41366 3.31292
17 C 5.20215 -0.68079 2.00680
18 C 2.90474 -1.31770 1.29408
19 C 2.89919 -0.84624 -0.01280
20 C 1.74899 -0.29684 -0.52412
21 Br 1.76690 0.28071 -2.36626
22 C 0.53127 -0.12582 0.18480
23 O -0.43451 0.60150 -0.28730
24 C 0.50508 -0.75935 1.46394
25 C 1.68925 -1.28858 1.96954
26 C -0.75198 -0.91544 2.34327
27 C -0.52333 -0.23514 3.70139
28 C -0.99213 -2.42014 2.55442
29 C -2.03645 -0.33685 1.74112
30 H 5.68382 -3.36649 1.48204
31 H 5.06433 -2.55791 0.03904
32 H 4.06378 -3.74900 0.87702
33 H 4.93452 -2.77764 3.70570
34 H 3.28469 -3.25157 3.29507
35 H 3.61142 -1.64914 3.99657
36 H 6.14800 -1.03231 2.42567
37 H 4.81087 0.10652 2.65380
38 H 5.39500 -0.24859 1.02456
39 H 3.77796 -0.89785 -0.64247
40 H 1.65282 -1.71307 2.96326
41 H 0.32631 -0.66458 4.23292
42 H -1.40997 -0.34611 4.32945
43 H -0.33634 0.83144 3.56639
44 H -0.13844 -2.90674 3.02661
45 H -1.17364 -2.90689 1.59429
46 H -1.86905 -2.57417 3.18729
47 H -1.95235 0.73968 1.60737
48 H -2.86840 -0.54137 2.42158
49 H -2.26028 -0.79238 0.77843
50 N -1.03095 -2.92233 -4.44353
51 C -2.03062 -3.20368 -3.41381
52 C -2.00957 -2.10120 -2.34628
53 O -2.86051 -1.94858 -1.52130
54 O -0.91965 -1.31707 -2.42709
55 H -0.73094 -3.75310 -4.93376
56 H -0.39279 -1.66619 -3.19175
57 H -1.39248 -2.26839 -5.12826
58 H -1.78103 -4.13524 -2.90471
59 H -3.05307 -3.30042 -3.78314
60 C 1.93214 2.85901 1.63481
61 S 1.92541 3.19955 -0.14626
62 C 0.56174 4.27896 -0.27249
63 C -0.30215 4.27375 -1.31774
64 S -0.33497 3.23793 -2.68523
65 S -1.50416 5.56691 -1.27193
66 C -0.99270 6.33925 0.18991
67 S -1.68150 7.69151 0.80084
68 S 0.33793 5.51912 0.94601
69 H 2.64212 2.04715 1.78538
70 H 0.93683 2.53543 1.93379
71 H 2.24068 3.74183 2.19030

---

# 4
Below is one molecule with the formula C8H7F2NOS, with properties calculated with ωB97M-V/def2-TZVPD.

Values from the calculation:
- ΔE to the lowest compared entry with this formula, charge and spin: 13.8 kJ/mol
- Frontier orbital gap: 8.81 eV

Atoms and positions in Å:
1 F 1.81333 1.86753 -1.00185
2 C 1.81151 1.63910 0.26636
3 F 3.09672 1.44838 0.66938
4 N 1.16645 0.04063 0.52317
5 C -0.22208 0.14708 0.32519
6 C -1.08313 1.00114 0.87245
7 C -2.45993 0.81432 0.58253
8 C -2.81938 -0.14677 -0.36165
9 C -1.90431 -0.99012 -0.98070
10 C -0.60449 -0.90012 -0.56241
11 O 0.44519 -1.65736 -0.89231
12 C 1.56459 -1.02858 -0.29149
13 S 2.28130 -2.48388 0.78562
14 H 1.16993 2.33152 0.74798
15 H -0.78816 1.79791 1.55208
16 H -3.08049 1.64979 0.88923
17 H -3.87817 -0.30446 -0.68769
18 H -2.26696 -1.86334 -1.56199
19 H 2.28822 -0.66959 -1.05127
20 H 3.46986 -2.69316 0.17737

---

# 5
Below is C32H30BrMnNOSb2Se3Te as an isolated structure, with properties calculated with ωB97M-V/def2-TZVPD.

Values from the calculation:
- 2S+1: 6
- ΔE to the lowest compared entry with this formula, charge and spin: 146.2 kJ/mol
- Frontier orbital gap (alpha / beta): 6.54 / 6.47 eV

Atoms and positions in Å:
1 Mn 1.93072 3.41801 1.44017
2 C -1.38193 0.81599 -0.11045
3 C -0.87339 -0.66982 -0.13813
4 C 0.33364 -0.98088 0.74343
5 Sb 1.08168 -3.05019 0.62437
6 C -0.36993 -3.78675 2.08791
7 C -1.70282 -3.28343 2.15846
8 C -2.51218 -3.66896 3.21240
9 C -2.00040 -4.40881 4.26760
10 C -0.67440 -4.80074 4.27937
11 C 0.13024 -4.51252 3.18131
12 C 0.22380 -3.38304 -1.28956
13 C -0.82801 -4.27320 -1.48016
14 C -1.17659 -4.59346 -2.77861
15 C -0.67913 -3.88539 -3.86847
16 C 0.29028 -2.92042 -3.66864
17 C 0.79460 -2.71096 -2.33777
18 Sb 0.29724 2.11630 -0.44532
19 C -0.69415 3.33404 -1.93113
20 C 0.04407 4.06764 -2.87854
21 C -0.61987 4.88647 -3.82075
22 C -2.00877 4.95923 -3.74735
23 C -2.72442 4.27296 -2.77245
24 C -2.09031 3.47598 -1.87382
25 C 1.35020 1.10107 -2.01425
26 C 2.61627 0.62134 -1.70788
27 C 3.43076 0.18088 -2.68795
28 C 2.89938 -0.06227 -3.94587
29 C 1.59145 0.28316 -4.23637
30 C 0.85999 0.89859 -3.24162
31 H -1.74594 1.12880 0.87012
32 H -2.26532 0.99931 -0.70114
33 H -0.47252 -0.84944 -1.17704
34 H -1.71486 -1.40321 0.03493
35 H 0.14756 -0.78218 1.78948
36 H 1.19245 -0.34609 0.37426
37 H -2.14402 -2.61842 1.43885
38 H -3.52587 -3.30958 3.28413
39 H -2.65193 -4.72529 5.01170
40 H -0.28380 -5.29820 5.14588
41 H 1.13839 -4.91198 3.15688
42 H -1.35957 -4.68635 -0.65152
43 H -1.96597 -5.33489 -2.93862
44 H -1.03049 -4.11084 -4.86832
45 H 0.76130 -2.39953 -4.50835
46 H 1.58093 -1.84020 -2.22833
47 H 1.08296 4.01205 -2.94756
48 H -0.07142 5.46500 -4.51762
49 H -2.51969 5.63592 -4.43279
50 H -3.79306 4.41089 -2.67944
51 H -2.70511 2.88536 -1.14379
52 H 2.94317 0.72948 -0.70256
53 H 4.48090 -0.02672 -2.61425
54 H 3.58237 -0.59710 -4.60388
55 H 1.11812 0.11757 -5.28991
56 H -0.04515 1.41457 -3.53415
57 Se 1.50587 5.46376 0.21484
58 Se 2.47204 6.29370 2.10496
59 Te 4.82402 5.37264 2.02504
60 Se 4.36321 2.92966 2.21464
61 O -1.20478 -0.12408 5.85456
62 C -0.47462 0.57242 4.90657
63 C 0.71677 0.11526 4.36461
64 C 1.28242 0.90556 3.36061
65 N 0.79376 2.03570 2.86497
66 C -0.34642 2.50194 3.52786
67 Br -1.03069 4.07825 2.94604
68 C -0.98516 1.82956 4.51105
69 H -0.72458 -0.91854 5.89862
70 H 1.07554 -0.89010 4.52395
71 H 2.21470 0.54485 2.93990
72 H -1.75352 2.28966 5.15488

---

# 6
Below is a 6-piece molecular cluster, C11H34O6 overall, with properties calculated with ωB97M-V/def2-TZVPD.

Values from the calculation:
- ΔE to the lowest compared entry with this formula, charge and spin: 267.8 kJ/mol
- Frontier orbital gap: 10.65 eV

Atoms and positions in Å:
1 C -15.37606 -0.29953 -4.53559
2 C -14.75013 -1.65692 -4.29300
3 C -15.26698 -2.19328 -2.92129
4 O -15.00445 -2.54889 -5.34917
5 H -15.21362 0.32365 -3.65619
6 H -16.42737 -0.38148 -4.81150
7 H -14.85110 0.20351 -5.34767
8 H -13.66864 -1.54543 -4.21518
9 H -16.35482 -2.26131 -2.92849
10 H -15.04097 -1.58956 -2.04234
11 H -14.82642 -3.16826 -2.71290
12 H -15.88702 -2.87953 -5.16658
13 C -13.66696 -11.98494 3.11659
14 C -13.29854 -11.56960 4.58619
15 C -12.43749 -10.25366 4.54342
16 O -14.43294 -11.45973 5.42042
17 H -12.82364 -12.36302 2.53870
18 H -13.98135 -11.11939 2.53343
19 H -14.33899 -12.81777 2.90955
20 H -12.65491 -12.37707 4.93527
21 H -12.85501 -9.47468 3.90547
22 H -11.39464 -10.36140 4.24518
23 H -12.28823 -9.81733 5.53106
24 H -14.10513 -11.19261 6.28227
25 C -24.49796 -5.23290 3.00121
26 C -24.73229 -5.74637 4.33525
27 C -26.22974 -5.77477 4.68889
28 O -24.29765 -7.11082 4.52435
29 H -24.84227 -4.21201 2.83587
30 H -25.06784 -5.92186 2.37778
31 H -23.41792 -5.28587 2.86405
32 H -24.17389 -5.15317 5.05941
33 H -26.66165 -6.67392 4.24949
34 H -26.86848 -4.99670 4.27087
35 H -26.48617 -5.84134 5.74620
36 H -23.41803 -7.25949 4.16971
37 C -18.84709 -8.35362 -2.47517
38 O -18.77146 -7.85525 -3.76943
39 H -19.73020 -8.18859 -1.85793
40 H -18.70702 -9.43457 -2.46962
41 H -18.03574 -8.02115 -1.82767
42 H -19.34296 -7.08389 -3.76872
43 C -23.74207 -4.68421 -4.42046
44 O -22.49133 -4.01400 -4.50442
45 H -24.60784 -4.03164 -4.53314
46 H -23.81637 -5.37028 -5.26421
47 H -23.78168 -5.30786 -3.52739
48 H -22.78849 -3.13340 -4.26394
49 O -19.07936 -9.11062 3.53399
50 H -18.52398 -9.88924 3.57318
51 H -18.47386 -8.37800 3.64742